Below is one molecule with the formula C5H9NO2, with properties calculated with ωB97M-V with the def2-TZVPD basis set.

Element x y z (Å)
O: -3.6041 1.2908 0.5758
C: 1.9812 0.6187 -1.0375
C: 1.5375 -0.6627 -0.3009
H: 1.8396 -1.4995 -0.9238
H: -0.4931 -0.1295 -0.9735
H: -1.9551 0.9389 -0.6101
H: 1.9771 -0.6204 0.6827
O: -0.0139 -0.7966 2.1586
H: -0.3284 -1.7099 -0.5133
C: -2.5166 0.8383 0.3219
N: -1.8268 0.0938 1.2567
C: 0.0046 -0.7019 -0.2230
H: 1.3613 0.7925 -1.9167
H: 1.8575 1.5391 -0.4574
H: 3.0229 0.5657 -1.3401
C: -0.5865 -0.4954 1.1429
H: -2.2574 -0.0618 2.1578

Cartesian forces, eV/Å:
O 0.186 0.177 -0.525
C -0.240 0.217 0.027
C -0.581 1.524 -1.031
H 0.387 -0.229 0.447
H 0.039 0.806 -0.479
H -0.307 0.341 -0.223
H 0.107 -0.705 0.280
O 0.290 -0.545 0.281
H 0.026 -0.069 0.330
C -0.312 -0.451 0.886
N -0.465 -0.178 -0.335
C -0.040 -1.406 0.313
H 0.144 -0.203 -0.287
H 0.042 -0.249 0.301
H 0.101 -0.004 -0.065
C 0.743 0.639 0.017
H -0.119 0.335 0.064

Values from the calculation:
DFT total energy	-10916.2965	eV
energy relative to the best compared isomer or geometry (same formula, charge and spin)	26.9	kJ/mol
net charge	0
HOMO-LUMO gap	11.1	eV
2S+1	1
E_HOMO	-0.3802	hartree
SMILES string	CCCC(=O)NC=O

Atomic partial charges in e from the natural (NBO) method, atoms 1 to 6:
1 O -0.554
2 C -0.602
3 C -0.397
4 H 0.208
5 H 0.210
6 H 0.120


Below is one molecule with the formula C5H9NO2, with properties calculated with ωB97M-V with the def2-TZVPD basis set.

Element x y z (Å)
H: -1.8733 0.6452 1.3477
H: 3.0445 0.9021 1.4880
H: -1.5005 -1.9609 0.2762
O: 0.1905 -0.9466 -1.5476
H: -2.2491 -1.7990 -1.3115
H: 0.8400 -0.3009 -1.8884
C: -0.2221 0.5148 0.3719
H: -1.2798 0.5403 -1.5017
H: 1.5221 0.4234 2.4124
H: 2.8068 1.1295 -0.7338
C: 1.2879 0.6175 0.3162
O: 1.8587 0.9757 -0.8910
C: -1.9108 -1.2361 -0.4352
C: 2.0012 0.6149 1.4565
C: -0.8586 -0.2135 -0.8299
H: -2.7806 -0.7667 0.0342
N: -0.8770 0.8603 1.4361

Cartesian forces, eV/Å:
H 0.237 -0.048 -0.141
H 0.123 -0.220 -0.176
H 0.054 0.171 -0.099
O -0.862 0.627 0.257
H 0.079 0.268 0.085
H -0.457 -0.410 0.278
C -0.957 -0.878 0.713
H -0.118 -0.004 -0.025
H -0.019 -0.008 -0.340
H -0.486 -0.095 -0.126
C 0.365 1.328 1.912
O -0.031 -0.054 0.183
C -0.019 -0.155 0.139
C -0.659 -0.036 -0.417
C 1.263 -0.324 -0.573
H 0.089 -0.014 -0.140
N 1.398 -0.146 -1.529

Values from the calculation:
DFT total energy	-10914.5947	eV
energy relative to the best compared isomer or geometry (same formula, charge and spin)	191.1	kJ/mol
net charge	0
HOMO-LUMO gap	9.9	eV
2S+1	1
E_HOMO	-0.3397	hartree
SMILES string	[H]/N=C(/C(=C)O)[C@H](C)O

Atomic partial charges in e from the natural (NBO) method, atoms 1 to 6:
1 H 0.339
2 H 0.192
3 H 0.222
4 O -0.735
5 H 0.232
6 H 0.490


Below is one molecule with the formula C5H9NO2, with properties calculated with ωB97M-V with the def2-TZVPD basis set.

Element x y z (Å)
C: 0.4107 1.2905 0.4587
O: -0.5863 -3.0415 -1.2862
H: 0.3631 -0.4101 -1.5643
C: -0.3302 -2.1628 -0.5153
H: -1.3698 -0.6839 -1.5150
N: -0.5458 0.1825 0.2417
H: -1.8242 0.9582 1.6474
C: -0.4590 -0.6891 -0.9129
C: -1.7693 0.2174 0.8325
C: 1.8311 0.9618 0.0635
H: 2.1235 0.0354 0.5550
H: 0.0164 2.1811 -0.0372
H: 1.9654 0.8501 -1.0014
O: -2.6644 -0.5280 0.5144
H: 0.3417 1.4720 1.5302
H: -0.0072 -2.3502 0.5280
H: 2.5044 1.7165 0.4609

Cartesian forces, eV/Å:
C -0.974 -0.260 0.193
O 0.140 -0.193 0.069
H 0.170 -0.025 0.066
C -0.028 0.451 -0.186
H -0.045 0.350 0.046
N 0.365 0.129 -0.595
H -0.189 0.006 -0.006
C -0.191 -0.508 0.045
C 0.581 -0.057 0.150
C -0.086 -0.222 0.702
H 0.043 -0.209 -0.089
H 0.303 0.104 -0.147
H 0.118 0.119 -0.266
O -0.499 -0.073 0.168
H 0.265 0.226 0.073
H 0.004 -0.064 0.011
H 0.023 0.225 -0.232

Values from the calculation:
DFT total energy	-10915.5352	eV
energy relative to the best compared isomer or geometry (same formula, charge and spin)	100.4	kJ/mol
net charge	0
HOMO-LUMO gap	10.2	eV
2S+1	1
E_HOMO	-0.3501	hartree
SMILES string	CCN(C=O)CC=O

Atomic partial charges in e from the natural (NBO) method, atoms 1 to 6:
1 C -0.203
2 O -0.507
3 H 0.228
4 C 0.453
5 H 0.248
6 N -0.445


Below is C5H9NO2 as an isolated structure, with properties calculated with ωB97M-V with the def2-TZVPD basis set.

Element x y z (Å)
C: -0.1665 -0.5614 -0.3467
C: -2.4227 -0.1054 0.2166
C: 1.5914 1.2503 -0.1894
N: -0.9956 -0.0095 0.4901
H: 0.4054 1.6708 1.6446
C: 1.1766 1.0619 1.2045
H: 2.6683 1.3533 -0.3198
H: 1.7767 -1.8940 -1.0127
H: -2.8331 -1.0565 0.5826
H: 1.0371 1.9894 -0.7647
O: -0.4798 -1.6234 -1.1792
O: 2.1565 -1.0121 -0.9068
H: -2.6861 0.0026 -0.8440
C: 1.1912 -0.1729 -0.4052
H: 1.7765 0.4926 1.8973
H: -1.2719 -2.0658 -0.8504
H: -2.9242 0.6801 0.7832

Cartesian forces, eV/Å:
C -1.571 -0.204 1.029
C 0.118 -0.212 -0.004
C 0.316 -0.196 0.070
N 0.018 -0.442 -1.082
H -0.406 -0.484 -0.176
C 0.910 -0.386 -0.504
H -0.033 -0.013 -0.248
H -0.024 0.005 0.135
H -0.040 0.013 -0.044
H 0.046 -0.017 0.095
O 0.196 0.375 -0.018
O -0.156 0.160 0.457
H -0.012 -0.017 0.060
C 0.276 1.153 0.472
H 0.406 0.143 -0.165
H -0.022 0.168 0.010
H -0.023 -0.047 -0.086

Values from the calculation:
DFT total energy	-10912.4157	eV
energy relative to the best compared isomer or geometry (same formula, charge and spin)	401.4	kJ/mol
net charge	0
HOMO-LUMO gap (alpha / beta)	7.8 / 7.8	eV
2S+1	1
E_HOMO (alpha / beta)	-0.2622 / -0.2622	hartree

Atomic partial charges in e from the natural (NBO) method, atoms 1 to 6:
1 C 0.464
2 C -0.455
3 C -0.491
4 N -0.527
5 H 0.214
6 C -0.278


Below is a 2-piece molecular cluster, C5H9NO2 overall, with properties calculated with ωB97M-V with the def2-TZVPD basis set.

Element x y z (Å)
H: -1.3837 -1.7299 -0.2425
C: -0.9043 -0.8221 0.2436
N: -0.5519 1.7897 1.6782
H: 2.1579 -1.7454 -0.8824
H: -0.3414 2.2964 -0.4342
H: 1.2951 -0.3618 0.9293
H: -1.4636 -0.3694 1.0572
H: -1.2506 1.6282 -1.7581
C: -0.3937 1.4275 -1.1892
H: 0.4648 1.5932 -1.9067
H: 0.5889 -2.4482 -1.2525
O: -0.2631 2.9273 1.3459
O: -0.7909 1.3349 2.7944
C: 0.6008 -0.7722 0.2357
C: 1.1492 -2.0255 -0.4130
C: -0.2119 0.0828 -0.5750
H: 1.2984 -2.8056 0.3693

Cartesian forces, eV/Å:
H 0.716 0.951 0.863
C -2.490 -1.467 0.973
N 0.089 -0.372 0.777
H -1.102 -0.669 0.794
H 0.232 -1.184 -0.945
H -0.061 0.335 0.991
H -0.218 -0.394 -0.017
H -1.634 -0.430 -0.603
C 3.158 0.418 0.119
H -0.682 0.018 0.769
H -0.344 0.264 0.353
O -0.412 -0.941 0.868
O 0.430 1.042 -1.602
C 0.400 -1.335 -1.568
C 2.516 -0.142 -0.540
C -0.589 3.433 -0.565
H -0.008 0.473 -0.667

Values from the calculation:
DFT total energy	-10908.8224	eV
energy relative to the best compared isomer or geometry (same formula, charge and spin)	748.1	kJ/mol
net charge	0
HOMO-LUMO gap (alpha / beta)	9.2 / 5.4	eV
2S+1	1
E_HOMO (alpha / beta)	-0.3537 / -0.2740	hartree

Atomic partial charges in e from the natural (NBO) method, atoms 1 to 6:
1 H 0.228
2 C -0.472
3 N 0.411
4 H 0.209
5 H 0.294
6 H 0.243


Below is one molecule with the formula C5H9NO2, with properties calculated with ωB97M-V with the def2-TZVPD basis set.

Element x y z (Å)
C: 0.3974 1.4930 0.3919
C: -0.4878 -0.7357 -0.3316
H: 1.0345 2.2143 -0.1197
H: 1.8789 -0.4437 -1.8310
C: 1.8936 -0.2289 -0.7590
N: -2.1418 -0.1638 1.6516
H: -0.6226 1.8691 0.3705
C: -1.8706 -0.5908 0.1433
O: -0.3506 -1.9829 -0.8987
H: 2.5956 0.5859 -0.6001
H: 0.5407 -2.0856 -1.2495
H: -2.5357 -1.3517 -0.2647
H: 2.2865 -1.1101 -0.2442
O: -2.4744 0.5821 0.4625
H: -1.3771 0.3636 2.0896
H: 0.7097 1.4377 1.4402
C: 0.5239 0.1476 -0.2512

Cartesian forces, eV/Å:
C -0.247 0.067 0.120
C 1.010 0.712 -0.344
H 0.032 0.031 0.071
H 0.060 -0.011 -0.061
C -0.176 -0.105 0.009
N -0.554 -1.474 -1.457
H 0.020 0.001 -0.003
C -0.043 0.003 2.761
O -0.057 0.026 0.035
H 0.043 -0.007 -0.009
H -0.034 0.031 0.053
H 0.046 -0.082 0.443
H 0.063 -0.025 -0.002
O -0.393 1.553 -0.764
H 0.472 -0.381 -0.730
H 0.154 0.140 -0.030
C -0.397 -0.478 -0.092

Values from the calculation:
DFT total energy	-10912.4762	eV
energy relative to the best compared isomer or geometry (same formula, charge and spin)	395.5	kJ/mol
net charge	0
HOMO-LUMO gap	9.2	eV
2S+1	1
E_HOMO	-0.3114	hartree
SMILES string	CC(C)=C(O)[C@H]1NO1

Atomic partial charges in e from the natural (NBO) method, atoms 1 to 6:
1 C -0.648
2 C 0.231
3 H 0.215
4 H 0.215
5 C -0.659
6 N -0.328